(1)
A 2-piece molecular cluster, C4H8NO2 overall in a non-equilibrium geometry, computed with ωB97M-V/def2-TZVPD.

```
! RIJCOSX wB97M-V def2-TZVPD def2/J DEFGRID3
* xyz 1 1
O 2.68090 -0.27888 -0.29160
C 2.50154 -0.06145 0.85888
O 1.25717 -0.32047 1.38763
H 3.22379 0.36629 1.56047
H 1.33036 -0.42612 2.35562
C -1.61885 0.46340 -0.33352
C -1.90535 0.53959 0.95519
C -0.36104 -0.49865 -2.08712
N -0.49734 -0.25469 -0.84226
H -2.18243 0.99301 -1.08982
H -1.28129 0.08494 1.70578
H -2.78961 1.08375 1.25145
H 0.44052 -1.12062 -2.45968
H -1.08051 -0.04421 -2.75931
H 0.28214 -0.52587 -0.21171
*
```

Summary:
LUMO level: -5.02 eV



(2)
An isolated ion of composition C4H8NO2S and charge -1, computed with ωB97M-V/def2-TZVPD.

```
! RIJCOSX wB97M-V def2-TZVPD def2/J DEFGRID3
* xyz -1 1
O 3.03152 1.56861 -0.26583
C 1.86180 1.24323 -0.38728
N 1.27553 0.24762 0.30245
C -0.02973 -0.31009 -0.12548
C -1.19180 0.54912 0.35501
O -1.45614 1.63774 -0.53140
C -0.19090 -1.74803 0.34209
S -1.57869 -2.61156 -0.43344
H 1.15007 1.79144 -1.01365
H 1.97488 -0.39902 0.65030
H -0.06298 -0.31396 -1.20921
H -0.91959 0.99960 1.30791
H -2.04741 -0.13154 0.44251
H -2.26535 1.50294 -1.02621
H -0.29497 -1.75790 1.43540
H 0.74377 -2.26819 0.15681
*
```

Summary:
LUMO level: 3.57 eV



(3)
A 2-piece molecular cluster, C4H8NO3 overall in a non-equilibrium geometry, computed with ωB97M-V/def2-TZVPD.

```
! RIJCOSX wB97M-V def2-TZVPD def2/J DEFGRID3
* xyz -1 1
C -1.90364 0.17495 -1.27561
C -2.11957 -1.27354 -0.86899
O -3.14875 -1.86089 -1.17770
N -1.06747 -1.78542 -0.20238
H -1.18866 -2.64531 0.29929
H -0.23387 -1.19462 -0.03924
H -2.60693 0.51141 -2.04194
H -0.97522 0.37514 -1.82820
H -1.84759 0.89269 -0.46055
C 2.73582 1.07093 1.42976
C 1.39683 0.87943 0.64604
O 1.21265 -0.27589 0.17176
O 0.61580 1.84657 0.56500
H 2.66288 2.11394 1.73916
H 3.61174 0.84078 0.82049
H 2.85599 0.32984 2.22312
*
```

Summary:
LUMO level: 4.03 eV



(4)
A 2-piece molecular cluster, C4H8NO3 overall in a non-equilibrium geometry, computed with ωB97M-V/def2-TZVPD.

```
! RIJCOSX wB97M-V def2-TZVPD def2/J DEFGRID3
* xyz -1 1
C 1.58875 0.09970 1.80364
C 2.14489 -0.99285 0.89441
O 1.25303 -1.85551 0.58107
O 3.25147 -0.80949 0.36280
H 1.65636 -0.21393 2.85315
H 0.54339 0.24966 1.53210
H 2.20415 0.98501 1.69827
C -0.61469 0.69731 -1.75882
C -1.98341 0.22698 -1.36273
O -2.98008 0.29592 -2.05500
N -2.06598 -0.09767 -0.01705
H -2.89329 -0.42806 0.44446
H -1.24235 -0.51095 0.42674
H -0.45410 0.60431 -2.82280
H 0.12081 0.05511 -1.26159
H -0.52894 1.69445 -1.31866
*
```

Summary:
LUMO level: 3.64 eV



(5)
A 2-piece molecular cluster, C4H8NO3 overall in a non-equilibrium geometry, computed with ωB97M-V/def2-TZVPD.

```
! RIJCOSX wB97M-V def2-TZVPD def2/J DEFGRID3
* xyz -1 1
C -0.45925 -2.56345 -2.49355
C -0.12228 -1.33674 -1.44097
O -1.05364 -0.64386 -1.06203
O 1.09787 -1.03705 -1.12137
H -0.28646 -3.65817 -2.07946
H 0.08740 -2.42143 -3.36178
H -1.46484 -2.57464 -2.62021
C -1.13099 1.09489 1.96977
C 0.27090 1.55838 1.51652
O 0.88023 2.24828 2.34793
N 0.78435 0.98451 0.41681
H 1.80179 1.22965 0.21910
H 0.31810 0.37161 -0.10297
H -1.74160 0.52765 1.27173
H -1.78009 2.00849 2.11924
H -1.17076 0.56787 3.00974
*
```

Summary:
LUMO level: 4.07 eV



(6)
C4H8NO3 as an isolated structure in a non-equilibrium geometry, computed with ωB97M-V/def2-TZVPD.

```
! RIJCOSX wB97M-V def2-TZVPD def2/J DEFGRID3
* xyz -1 1
C -0.50787 0.27900 0.06710
C -0.76913 -1.19099 -0.22465
C 0.24466 -1.92099 -1.15889
O -0.05934 -3.23016 -1.20327
N 0.64550 0.60336 0.91802
C 0.76510 2.13276 1.13805
O -0.35760 2.51300 1.69389
O 1.75980 2.70948 0.76566
H -1.34376 0.79020 0.55019
H -0.42351 0.77037 -0.95715
H -1.82310 -1.30157 -0.54501
H -0.85858 -1.79331 0.69601
H 0.17781 -1.45348 -2.15085
H 1.30027 -1.62504 -0.74927
H 1.58489 0.36259 0.62126
H -0.33514 2.35478 0.53891
*
```

Summary:
LUMO level: 2.91 eV



(7)
A 2-piece molecular cluster, C4H8NO3 overall in a non-equilibrium geometry, computed with ωB97M-V/def2-TZVPD.

```
! RIJCOSX wB97M-V def2-TZVPD def2/J DEFGRID3
* xyz -1 1
C 0.97055 3.20118 0.35191
C 0.60671 1.74064 0.11284
O 1.10131 1.10083 -0.83148
O -0.22410 1.26978 0.97160
H 0.88808 3.77487 -0.57562
H 2.05652 3.15677 0.49452
H 0.41049 3.68101 1.14265
C 0.16432 -2.58205 0.17684
C -1.11178 -2.20880 -0.46071
O -1.75266 -3.04151 -1.11130
N -1.46971 -0.92062 -0.45447
H -2.21195 -0.61118 -1.06595
H -1.03664 -0.25687 0.18877
H 0.96686 -2.92268 -0.47719
H -0.07094 -3.50306 0.73354
H 0.71296 -1.87831 0.80404
*
```

Summary:
LUMO level: 4.05 eV



(8)
A 2-piece molecular cluster, C4H8NO3 overall in a non-equilibrium geometry, computed with ωB97M-V/def2-TZVPD.

```
! RIJCOSX wB97M-V def2-TZVPD def2/J DEFGRID3
* xyz -1 1
C -1.07825 -0.33811 -2.03571
C 0.26652 -0.92424 -2.24239
O 1.16402 -0.60962 -1.45379
O 0.26470 -1.61079 -3.27334
H -1.68457 -0.70119 -1.23399
H -1.59689 -0.34283 -2.92950
H -1.09497 0.75906 -1.76461
C -0.61484 0.81820 1.61867
C 0.71250 0.27752 2.18916
O 0.91967 0.12814 3.36750
N 1.72708 0.09509 1.24490
H 2.67228 -0.10826 1.48658
H 1.48093 -0.08980 0.28755
H -0.90392 1.87044 2.00149
H -1.42885 0.13467 2.15449
H -0.80539 0.64172 0.58300
*
```

Summary:
LUMO level: 3.77 eV



HOMO-LUMO gap
In order: 9.91 6.47 8.81 7.87 8.65 5.40 8.60 8.19
Unit: eV
ΔE to the lowest compared entry with this formula, charge and spin
In order: 139.8 73.6 27.8 75.4 141.2 606.6 42.7 96.9
Unit: kJ/mol
HOMO
In order: -14.928 -2.905 -4.781 -4.232 -4.580 -2.492 -4.559 -4.428
Unit: eV